# C22H38BF10NO15S3

A cluster of 4 separate species, C22H38BF10NO15S3 in total at a distorted geometry (ωB97M-V with the def2-TZVPD basis set, the OMol25 dataset).

Properties
- DFT total energy: -115989.197 eV
- Total charge: 0
- SMILES: CC(=O)OCC[C@]1(B(N)O)OC(=O)O[C@@]1([C@H](C)F)C(F)(F)C(F)(F)C(F)(F)C(F)(F)F.CCOS(C)(=O)=O.CCOS(C)(=O)=O.CCOS(C)(=O)=O

Cartesian coordinates (Å):
S 4.6858 -1.2578 -2.3940
S 8.0653 -4.0604 -6.4696
S -3.5872 -0.1577 7.1061
F -2.6183 3.0898 -0.3838
F -3.4627 -0.9269 1.0453
F -3.4794 1.0800 -2.6937
F -4.4292 4.3600 -1.9197
F -4.9963 2.2287 -4.5852
F -4.2956 4.2182 -4.7966
F -5.3591 1.6346 -1.8380
F -6.0673 3.9047 -3.6883
F -2.7513 3.5716 -3.0718
F -2.2937 1.0106 -0.6399
O 7.6941 -2.9344 -7.2720
O 3.7846 -0.7299 -1.4146
O 0.3015 -1.8302 0.6187
O 9.4002 -3.7053 -5.6667
O -4.0015 4.3340 3.0811
O -4.7786 1.7032 2.9215
O -0.8913 -0.5107 1.8389
O 5.8490 -1.9958 -2.0094
O 7.1304 -4.6710 -5.5748
O -3.3337 -0.4352 8.4856
O -5.4002 2.0094 0.8569
O -6.7956 2.6475 2.5214
O 5.1193 -0.0803 -3.3876
O -5.1176 -0.4802 6.7825
O -2.7665 -0.7078 6.0677
N -1.7461 3.9266 2.3978
C -3.5761 1.8817 2.1286
C 3.7818 -2.2196 -3.5604
C -4.0745 1.4722 0.7280
C -5.7715 -0.5645 0.8552
C 0.8662 0.3686 0.1695
C 8.5882 -2.7463 -3.5583
C 0.0752 -0.7176 0.8981
C -3.2903 1.9099 -0.5196
C -4.3692 -0.0638 0.4487
C -3.9808 3.3330 -2.6472
C -2.5273 1.0258 2.9104
C 7.1399 0.8605 -2.3614
C -5.8107 2.2101 2.1634
C -4.0702 1.9917 -1.8830
C -1.1656 0.8387 2.1805
C -4.8984 3.3734 -3.9542
C -5.5310 -2.6220 7.9087
C 8.7504 -5.3141 -7.5017
C 5.7150 1.0992 -2.8240
C 9.3927 -2.5369 -4.8265
C -5.4979 -1.8552 6.6002
C -3.6735 1.5922 6.9061
B -3.1373 3.3948 2.5125
H 7.5952 1.7945 -2.0293
H 7.9327 -5.7410 -8.0791
H 9.2013 -6.0789 -6.8739
H 2.9107 -1.6565 -3.8860
H -5.7681 -1.6432 0.6347
H 7.5322 -2.8889 -3.7773
H -0.3848 1.1694 2.8937
H -5.9148 -0.4650 1.9411
H 7.7391 0.4384 -3.1695
H 9.4866 -4.8657 -8.1641
H -6.1610 -2.1106 8.6374
H 10.4321 -2.3381 -4.5675
H 5.7130 1.8499 -3.6132
H -1.1373 1.5612 1.3584
H 8.9314 -3.6353 -3.0275
H 9.0283 -1.6741 -5.3887
H 1.9432 0.2142 0.3273
H 3.4743 -3.1338 -3.0562
H 4.4321 -2.4581 -4.3996
H 8.6772 -1.8820 -2.8998
H -4.3101 -0.3185 -0.6236
H -4.4405 1.9852 7.5689
H -2.9429 0.0438 3.1777
H 5.0941 1.4811 -2.0106
H -4.8346 -2.3351 5.8772
H 0.7085 0.2129 -0.9063
H -6.5887 -0.0992 0.2955
H -5.9147 -3.6306 7.7499
H -6.4961 -1.8409 6.1644
H 7.1745 0.1568 -1.5299
H -4.5358 -2.7072 8.3439
H -2.7012 1.9977 7.1805
H -1.1633 3.4766 3.1059
H 0.6460 1.4061 0.4469
H -4.5672 4.6982 2.3806
H -2.3467 1.5395 3.8703
H -1.3389 3.7091 1.4906
H -3.8999 1.8211 5.8665

# C19H27F6MgN4O5

A structure of composition C19H27F6MgN4O5 (ωB97M-V with the def2-TZVPD basis set, the OMol25 dataset).

Properties
- DFT total energy: -58096.147 eV
- Total charge: -1
- Relative energy (zero: lowest compared OMol25 entry of this formula, charge and spin): 0.00 kJ/mol

Cartesian coordinates (Å):
Mg -1.1548 0.3533 1.2311
F 0.0201 5.6836 -3.6013
F -1.6019 6.5026 -2.4271
F -3.2955 0.3539 -0.9922
F -3.7062 1.9869 0.3863
F -4.3186 -0.0270 0.8865
F 0.4406 6.7739 -1.7786
O -0.4422 -3.5842 1.7367
O -0.8593 1.6302 2.7478
O -1.3692 -1.5537 1.9160
O 2.0715 1.3918 1.2923
O -0.5843 2.0889 4.9216
N -0.4961 -0.7816 -0.5834
N 0.1851 -2.7522 -1.6354
N -0.6899 2.2948 -0.0607
N 0.8631 -0.4790 3.0567
C -0.5227 1.3404 3.9563
C -2.1610 -2.8950 -2.5256
C 1.2337 -3.2036 -3.8517
C -0.4052 5.8887 -2.3414
C -3.2450 0.6775 0.3903
C 1.8314 -1.0044 -1.0937
C -0.7904 3.4902 0.5259
C 0.4213 -1.5245 -1.0968
C -0.3967 3.3822 -2.1659
C -0.4323 -2.3995 2.0745
C -1.1388 -3.3589 -1.4925
C -0.5060 2.2481 -1.3755
C 2.8748 0.4570 1.9965
C 2.2050 0.0448 3.2924
C -0.4896 4.6155 -1.5490
C 0.8548 -1.9003 2.7581
C -0.0345 -0.1009 4.1423
C -0.6934 4.6768 -0.1804
C 1.2075 -3.4910 -2.3543
H -0.4582 1.2554 -1.8035
H 2.4918 -1.6743 -0.5399
H 1.3828 -2.1385 -4.0371
H -1.8693 -3.1831 -3.5371
H -1.4852 -3.1755 -0.4726
H -1.4184 -1.1993 -0.6777
H 0.4391 -0.2035 5.1261
H 0.2964 -3.4954 -4.3253
H -2.2967 -1.8129 -2.5062
H -0.2480 3.2912 -3.2318
H 1.0155 -2.5121 3.6600
H 2.1832 -3.2795 -1.9193
H 2.1167 0.9333 3.9231
H 1.6799 -2.1252 2.0784
H 1.0249 -4.5530 -2.1800
H -0.9959 -4.4383 -1.5596
H 3.0642 -0.4201 1.3663
H -0.7762 5.6227 0.3366
H -3.1319 -3.3433 -2.3099
H 2.8323 -0.6788 3.8359
H -0.9550 3.4671 1.5954
H -0.9149 -0.7436 4.1063
H 2.2270 -0.9165 -2.1075
H 2.0453 -3.7508 -4.3360
H 1.8365 -0.0253 -0.6201
H 3.8409 0.9223 2.2124
H 1.1976 1.3519 1.7175

# C17H17Cl2NO2

A cluster of 2 separate species, C17H17Cl2NO2 in total at a distorted geometry (ωB97M-V with the def2-TZVPD basis set, the OMol25 dataset).

Properties
- DFT total energy: -48533.341 eV
- Total charge: 0
- Relative energy (zero: lowest compared OMol25 entry of this formula, charge and spin): 0.00 kJ/mol
- SMILES: O=C1C=C(Cl)C(=O)C=C1Cl.c1ccc(C[C@H]2CCCN2)cc1

Cartesian coordinates (Å):
Cl 1.6652 -1.7688 5.9405
Cl 2.4071 -1.3028 -0.2857
O -0.1507 -0.4296 3.9623
O 4.0959 -2.8500 1.6607
N 0.2253 1.3463 -0.1517
C -1.0661 -0.5117 -2.2476
C -1.6434 0.9838 1.2140
C 0.1713 -0.3991 -2.8753
C 0.1527 2.5769 0.6023
C 0.2393 -0.0122 -4.2175
C 3.1658 -2.2424 2.1998
C -2.2437 -0.3508 -2.9844
C -0.9561 2.2931 1.6661
C 2.1617 -1.4433 1.4210
C 1.0371 -0.9897 2.0074
C -1.1111 0.8054 -0.2169
C 2.9812 -2.2452 3.6553
C -0.9316 0.1711 -4.9597
C -1.1529 -0.6269 -0.7599
C -2.1691 0.0112 -4.3288
C 0.8319 -0.9880 3.4559
C 1.9187 -1.6755 4.2569
H -2.7410 1.0032 1.2427
H 1.2082 0.1274 -4.6804
H -0.8822 0.4345 -6.0109
H 1.0740 -0.5703 -2.2832
H -1.7101 3.0993 1.6876
H -1.2819 0.1618 1.8483
H -0.3474 -1.2496 -0.3390
H -2.1282 -1.0326 -0.4743
H 1.1018 2.9000 1.0477
H -3.2032 -0.4424 -2.4684
H -0.1890 3.4123 -0.0700
H -0.5209 2.0877 2.6542
H -3.0841 0.1630 -4.8890
H 0.2688 -0.5825 1.3573
H 0.8026 1.3990 -1.0166
H -1.7180 1.4541 -0.9028
H 3.7221 -2.7167 4.2820

# C23H22N4O2

An isolated molecule of C23H22N4O2 (ωB97M-V with the def2-TZVPD basis set, the OMol25 dataset).

Properties
- DFT total energy: -34264.457 eV
- Total charge: 0
- Relative energy (zero: lowest compared OMol25 entry of this formula, charge and spin): 7.91 kJ/mol
- SMILES: Cc1cc(=O)n2c3ccccc3n(C[C@H](O)CNCc3ccccc3)c2c1C#N

Cartesian coordinates (Å):
O -0.1787 -2.3757 -1.2541
O -2.6833 1.8428 2.7849
N 0.8160 -0.0717 -0.1472
N -3.2132 -3.1144 -1.5946
N -1.6225 0.3718 -1.3274
N -2.2238 0.9707 0.7283
C -2.2666 -0.0329 -0.1962
C -1.5351 2.0425 0.1788
C 0.0664 -1.2999 -2.1231
C 4.3980 -1.6263 1.9242
C -3.0878 -2.2468 -0.8465
C -4.2748 -2.6179 1.6823
C 5.4074 -0.3813 0.1445
C -2.9536 -1.2108 0.0809
C 3.1201 0.0520 0.7611
C -1.2216 3.2882 0.6902
C 3.2181 -0.9288 1.7412
C -3.4525 -0.3392 2.2798
C -0.4637 2.5304 -1.9370
C -0.1533 3.7789 -1.4245
C 4.2250 0.3151 -0.0374
C -2.7881 0.8998 2.0237
C -1.1542 1.6563 -1.1150
C -0.5195 4.1496 -0.1357
C -3.5501 -1.3481 1.3695
C 5.4959 -1.3540 1.1251
C 1.1914 -0.4687 -1.4899
C 1.8046 0.7535 0.5306
C -1.2037 -0.4609 -2.4224
H 1.3648 1.0538 1.4863
H 2.3626 -1.1416 2.3675
H 0.3871 4.4800 -2.0428
H -2.0186 -1.1360 -2.6968
H 4.4623 -2.3833 2.6921
H 0.6371 -0.9156 0.3908
H -1.5192 3.5616 1.6883
H -5.0968 -2.7664 0.9823
H -3.8962 -0.4385 3.2577
H -4.6711 -2.5974 2.6935
H -0.2545 5.1304 0.2273
H 2.1111 -1.0758 -1.5122
H -0.8653 -2.9483 -1.6202
H 6.2608 -0.1650 -0.4817
H 1.3643 0.4334 -2.0832
H -0.1746 2.2620 -2.9413
H -3.6040 -3.4706 1.5802
H -0.9959 0.1908 -3.2730
H 0.4214 -1.6778 -3.0973
H 1.9512 1.6528 -0.0759
H 6.4179 -1.8979 1.2676
H 4.1591 1.0754 -0.8035